# 1
ORCA calculation (wB97M-V/def2-TZVPD) on an isolated molecule of C6H8OS at a distorted geometry.

SMILES = C1[C@@H]2[C@@H]1SC[C@]21CO1
calculated total energy = -19228.5613 eV
HOMO energy = -0.300 hartree

Atoms and positions in Å:
C: 0.084 -0.930 0.125
H: -1.078 0.496 2.397
S: 0.985 0.064 -2.050
H: -1.401 0.826 -1.850
C: 1.437 -0.362 -0.433
H: 1.705 0.682 0.055
H: -1.531 2.146 1.424
H: 1.591 -2.637 -0.032
C: 1.493 -1.595 0.339
H: 1.942 -1.595 1.241
C: -0.659 0.311 0.092
C: -1.330 0.977 1.366
C: -0.524 0.997 -1.271
H: -0.287 1.964 -1.322
O: -1.962 0.135 0.591
H: -0.465 -1.478 -0.672

***

# 2
ORCA calculation (wB97M-V/def2-TZVPD) on a 2-piece molecular cluster, C7H8BrFS overall at a distorted geometry.

calculated total energy = -90979.8592 eV
HOMO energy (alpha / beta) = -0.260 / -0.305 hartree

Atoms and positions in Å:
S: 1.672 1.246 0.995
H: -3.037 -0.527 0.959
C: 0.563 0.492 -1.211
H: -0.764 -1.999 -0.723
C: -0.163 -2.415 0.058
C: -2.244 0.195 1.123
C: 0.829 -0.040 0.120
C: 0.273 -1.162 0.738
H: -0.775 -3.038 0.789
H: -2.184 0.508 2.207
H: 2.121 3.174 -0.342
C: 1.905 2.191 -0.406
F: 0.568 -1.281 2.089
H: 1.281 2.371 -2.439
Br: -2.001 1.608 -0.089
H: 0.619 -3.021 -0.380
H: 0.113 -0.019 -2.004
C: 1.224 1.716 -1.482

***

# 3
ORCA calculation (wB97M-V/def2-TZVPD) on C38H24F5N2O2PSeZn as an isolated structure.

calculated total energy = -183513.6886 eV
net charge = -2
HOMO energy = -0.065 hartree

Atoms and positions in Å:
H: 2.411 -4.823 5.420
C: 0.820 2.097 1.137
C: 2.826 -4.219 4.621
C: -1.192 -1.188 2.728
H: -0.608 3.741 5.227
C: -3.607 -1.136 -1.384
C: 1.969 0.576 -3.039
F: -4.372 -1.863 -4.892
H: -0.955 2.592 3.042
C: 2.547 3.887 4.006
C: -2.199 -0.819 3.611
C: 3.028 0.347 -3.923
C: 2.340 3.262 2.785
C: -4.168 -3.493 -1.680
C: -3.815 -0.993 -2.756
C: 2.012 -3.324 3.941
C: 4.165 -4.349 4.275
H: 3.280 1.679 -1.671
H: -2.672 0.007 5.537
H: 0.967 -3.237 4.210
C: 4.682 -3.575 3.246
H: 5.725 -3.668 2.967
F: -3.678 0.196 -3.348
H: 3.151 3.106 2.087
N: 1.429 1.405 -0.851
H: 3.700 -0.429 -5.813
C: 3.866 -2.672 2.579
C: -4.177 -2.049 -3.573
O: -0.310 1.530 0.998
C: 0.493 -0.412 -4.688
P: 1.525 -1.338 1.904
C: 0.221 3.617 4.539
C: 0.144 -1.015 3.072
H: 1.488 -0.264 4.576
C: -0.551 -0.101 5.201
O: -0.408 0.387 -2.679
C: 0.914 -3.833 0.684
C: 0.763 -2.445 0.662
C: -3.805 -2.422 -0.885
C: 2.518 -2.533 2.908
H: -1.204 -2.169 -2.068
C: -0.467 -4.003 -1.266
C: 0.303 -4.613 -0.284
H: 1.650 4.554 5.843
N: 1.811 2.115 0.268
H: 1.508 -4.314 1.452
C: -0.008 -1.788 -0.320
H: 0.427 -5.691 -0.269
C: 1.562 -0.633 -5.523
H: -0.512 -0.702 -4.974
H: 3.540 4.228 4.276
H: -1.464 -1.572 1.754
C: 2.276 1.259 -1.794
C: 0.451 -0.448 4.310
Se: -3.041 0.293 -0.277
H: 4.275 -2.060 1.782
C: 1.071 2.810 2.433
H: -3.230 -0.933 3.301
Zn: -0.330 0.214 -0.625
C: 0.015 2.985 3.321
F: -3.631 -2.680 0.419
H: 1.393 -1.109 -6.485
C: 1.486 4.069 4.887
C: -4.354 -3.311 -3.037
H: -0.291 0.345 6.155
C: 2.858 -0.255 -5.155
C: -0.615 -2.624 -1.274
C: -1.884 -0.287 4.853
C: 0.632 0.192 -3.403
F: -4.714 -4.343 -3.821
F: -4.339 -4.717 -1.151
H: -0.948 -4.603 -2.032
H: 4.020 0.662 -3.611
H: 4.800 -5.050 4.804

***

# 4
ORCA calculation (wB97M-V/def2-TZVPD) on a 2-piece molecular cluster, C4H10O2 overall at a distorted geometry.

SMILES = CCC(C)=O.O
calculated total energy = -8404.1464 eV
HOMO energy = -0.356 hartree

Atoms and positions in Å:
H: 1.369 2.682 0.019
C: 1.022 0.628 -0.614
H: -0.387 0.667 1.005
H: -2.155 -1.064 -0.309
H: -1.087 -0.036 -0.482
H: 0.670 -2.087 -0.017
C: -0.167 0.026 0.130
O: -2.443 -1.229 0.617
C: 0.317 -1.361 0.735
C: 0.978 2.119 -0.845
H: 1.471 2.490 -1.759
O: 1.938 -0.078 -1.087
H: 1.177 -1.041 1.347
H: -0.105 2.308 -0.928
H: -0.414 -1.863 1.392
H: -2.184 -2.161 0.795